[1]
The ion C5H6NO4 with charge -1 at a distorted geometry. Source: OMol25; level of theory: ωB97M-V/def2-TZVPD.

```
16
Properties=species:S:1:pos:R:3:forces:R:3:nbo_charge:R:1
C -0.29299 0.97692 -1.30762 -0.457 -2.207 3.855 -0.18
C 1.01899 0.78446 -1.03476 0.915 0.523 -1.627 -0.23
C -1.47920 0.40835 -0.48056 1.012 1.597 -2.249 -0.07
C -1.37693 -0.22290 0.68498 2.273 0.076 0.393 0.60
C 1.63792 -0.05466 0.08298 -2.065 -0.637 0.536 0.16
N 0.71379 0.17484 1.16265 -2.358 -0.068 -0.441 -0.35
O 0.93963 -0.78914 2.18387 1.252 -0.624 0.432 -0.67
O -2.75699 0.82323 -1.04126 -0.517 -1.139 0.318 -0.74
O -1.83688 -0.87930 1.57926 -0.095 0.099 0.175 -0.65
O 1.80696 -1.45225 -0.25632 0.616 0.546 -1.271 -0.77
H -0.58140 1.66235 -2.03515 -0.464 0.820 -1.456 0.19
H 1.74391 1.24177 -1.78412 -0.877 -0.460 1.078 0.18
H 2.63374 0.19615 0.40387 0.688 0.834 -0.206 0.13
H -3.46027 0.11814 -1.00383 1.542 0.826 0.117 0.47
H 0.10030 -1.08425 2.55374 -0.627 0.400 -0.458 0.47
H 1.18941 -1.90372 0.29227 -0.837 -0.585 0.803 0.47
```
Positions in Å, forces in eV/Å.

Computed properties:
net charge: -1
E: -549.7277 Ha
structure (SMILES): O=C=C(O)/C=C\[C@H](O)[N-]O
orbital gap (alpha / beta): 6.87 / 6.87 eV
relative energy (zero: lowest compared OMol25 entry of this formula, charge and spin): 130.0 kcal per mole

[2]
The molecule C25H24N2O4. Source: OMol25; level of theory: ωB97M-V/def2-TZVPD.

```
55
Properties=species:S:1:pos:R:3:forces:R:3:nbo_charge:R:1
C -2.23057 -5.23980 0.89113 -0.056 -0.092 0.205 -0.25
H -3.00726 -5.96044 0.64054 0.052 0.039 0.069 0.20
O -1.87092 -4.63010 -0.32450 0.128 0.169 -0.261 -0.49
C -0.89682 -3.68110 -0.31654 0.072 0.118 -0.168 0.31
C -0.57713 -3.12425 -1.55591 -0.169 -0.199 0.138 -0.25
C 0.40106 -2.15951 -1.65932 0.031 -0.021 0.133 -0.17
C 1.08390 -1.71734 -0.53236 0.067 -0.054 0.036 -0.09
C 0.75366 -2.26348 0.69963 0.020 0.101 -0.210 -0.14
C -0.21958 -3.24077 0.81569 -0.226 -0.214 0.128 -0.33
H -0.43992 -3.64686 1.79056 -0.045 -0.065 0.064 0.22
H 1.27025 -1.93181 1.58993 0.091 0.021 0.094 0.21
C 2.10629 -0.61129 -0.63909 -0.355 0.225 -0.134 -0.03
N 3.36916 -0.97032 -0.01746 -0.180 -0.121 0.131 -0.43
C 4.28186 -0.03872 0.36624 0.086 -0.127 0.178 0.65
O 5.38105 -0.34923 0.79550 0.179 0.158 -0.022 -0.63
C 3.86665 1.38248 0.23423 -0.067 0.381 -0.036 -0.08
C 4.84770 2.36575 0.30211 0.000 -0.124 0.020 -0.16
C 4.50771 3.69890 0.17491 0.046 0.004 0.008 -0.22
C 3.18231 4.05633 -0.01176 -0.099 0.016 0.021 -0.18
C 2.19809 3.08339 -0.06870 0.061 0.039 0.005 -0.21
C 2.53443 1.74356 0.04615 0.118 -0.017 0.044 0.00
C 1.50736 0.64494 0.01869 0.221 0.008 -0.360 -0.33
H 1.22136 0.40318 1.04984 0.013 -0.072 -0.093 0.21
C 0.27817 1.03867 -0.80330 0.180 -0.137 0.464 0.71
O 0.33004 1.15806 -2.00579 0.033 0.055 -0.266 -0.61
N -0.83742 1.22254 -0.04793 -0.126 0.012 0.449 -0.62
C -2.13543 1.55461 -0.46112 -0.291 0.122 -0.382 0.26
C -3.10282 1.66960 0.53788 -0.145 0.011 0.230 -0.36
C -4.40963 1.99849 0.20948 0.071 0.003 -0.188 0.33
C -4.74592 2.21247 -1.12882 -0.107 0.010 0.118 -0.28
C -3.78223 2.09530 -2.10695 -0.155 0.007 0.251 -0.16
C -2.47383 1.76774 -1.78951 0.311 -0.061 -0.107 -0.31
H -1.72508 1.67768 -2.55642 0.023 -0.003 -0.016 0.26
H -4.04851 2.26161 -3.13942 -0.027 0.016 -0.096 0.22
H -5.76557 2.46772 -1.36696 -0.134 0.033 -0.033 0.22
O -5.42468 2.13553 1.10640 0.026 0.028 -0.338 -0.49
C -5.15424 1.93699 2.47160 0.055 -0.035 0.216 -0.25
H -4.41484 2.65354 2.84472 -0.016 -0.036 -0.019 0.17
H -6.10007 2.09856 2.98616 0.093 -0.022 0.010 0.20
H -4.80651 0.91747 2.66958 0.002 0.043 -0.011 0.17
H -2.81402 1.49879 1.56475 -0.014 -0.010 0.115 0.21
H -0.74433 1.08783 0.94953 0.133 -0.042 -0.230 0.40
H 1.16638 3.36926 -0.21481 -0.095 0.046 -0.035 0.22
H 2.91067 5.09666 -0.11243 -0.020 0.088 -0.013 0.22
H 5.27233 4.45956 0.22202 0.067 0.056 -0.003 0.22
H 5.87053 2.05582 0.45404 0.071 -0.027 0.017 0.24
C 3.81140 -2.33982 -0.16443 0.325 -0.197 0.103 -0.42
H 3.26091 -3.00776 0.49880 0.039 -0.029 -0.076 0.20
H 4.86908 -2.37011 0.09375 -0.126 -0.063 -0.062 0.25
H 3.67181 -2.67162 -1.19536 -0.023 -0.036 -0.004 0.20
H 2.26974 -0.37979 -1.70447 -0.097 -0.031 0.180 0.22
H 0.63151 -1.73268 -2.62358 0.032 0.062 -0.114 0.23
H -1.11308 -3.46946 -2.42528 -0.073 -0.043 -0.118 0.23
H -1.38365 -5.76516 1.34435 -0.028 0.034 -0.010 0.18
H -2.63135 -4.51162 1.60399 0.032 -0.025 -0.023 0.17
```
Positions in Å, forces in eV/Å.

Computed properties:
net charge: 0
E: -1377.5713 Ha
structure (SMILES): COc1ccc([C@H]2[C@H](C(=O)Nc3cccc(OC)c3)c3ccccc3C(=O)N2C)cc1
orbital gap: 8.76 eV
relative energy (zero: lowest compared OMol25 entry of this formula, charge and spin): 33.7 kcal per mole